Record 1
26 unconnected molecules or ions with the total composition C40H132O36 in a non-equilibrium geometry. Source: the Open Molecules 2025 dataset; level of theory: ωB97M-V with the def2-TZVPD basis set.

Geometry as XYZ:
```
208
Properties=species:S:1:pos:R:3:forces:R:3
O -2.743 5.128 2.558 1.1 0.7 1.1
H -7.182 -0.982 -0.753 0.4 0.0 -0.4
H 1.254 0.139 -1.507 -0.3 -0.2 -0.6
H -2.146 -1.212 -7.207 -0.1 0.2 -0.2
C -2.489 0.796 4.268 1.1 1.0 0.6
H 0.588 -1.132 -3.439 -0.4 0.3 0.6
C 5.427 0.479 2.363 -0.7 -1.1 0.3
O 0.010 -0.621 -2.807 0.9 -0.3 -0.6
H -0.397 0.016 -3.412 -0.2 0.3 -0.1
H -0.826 -1.091 8.217 0.2 0.2 0.3
C 1.318 -3.506 -1.426 0.0 -0.3 0.3
H -2.196 -2.974 -1.931 -0.1 0.3 -0.3
C -4.334 -2.077 5.609 0.0 0.7 -0.9
H -0.151 -1.344 0.831 0.3 0.6 -0.1
H 2.237 1.818 -3.346 -0.3 0.2 0.0
H 1.158 1.865 7.276 -0.2 -0.2 0.1
H 0.547 5.560 3.347 -0.2 -0.6 -0.2
H 2.138 3.828 -1.111 -0.3 0.0 0.4
H 1.051 -3.146 1.861 0.0 0.3 0.9
C 6.405 -1.942 -1.327 2.1 -0.4 -1.5
H -1.525 0.732 6.890 -0.2 0.2 0.0
H 2.944 0.255 -3.673 0.0 -1.4 0.3
H -3.990 -4.103 -5.048 0.0 0.3 0.5
H 1.875 -1.945 -7.461 0.3 -0.3 -0.1
C -5.696 1.463 -3.866 -0.4 0.3 0.0
H 5.720 0.783 -4.173 -0.3 0.3 0.4
H 6.645 -1.559 -3.491 0.6 -0.1 0.0
H -5.428 -3.974 5.287 0.2 0.5 -0.2
C -1.070 0.366 -6.235 0.2 -0.3 -1.8
H -7.367 0.549 -3.583 -0.4 -0.1 0.0
O -0.640 -5.694 0.504 0.4 -0.4 0.1
H -3.850 -3.067 1.103 0.3 0.0 0.0
H -1.120 5.969 1.601 0.3 0.3 0.2
O 0.773 -2.824 3.993 -0.6 -0.2 -0.7
O 1.030 2.759 -5.665 0.3 1.2 0.0
H 3.799 1.095 -1.544 -0.4 -0.3 0.1
H -2.761 4.565 1.794 0.0 -0.6 -0.9
O 1.876 2.480 7.113 0.7 -0.2 0.8
O 4.033 1.539 -2.362 0.2 -0.4 0.5
H -3.724 2.121 6.832 0.0 -0.2 -0.3
H -2.242 -0.121 4.771 0.1 -0.6 0.0
H -0.299 1.754 -5.105 -0.6 -0.7 -0.1
H -0.167 -0.236 -6.398 0.1 0.1 0.3
H 5.076 -1.236 -2.904 0.2 -0.4 0.3
H -1.339 -4.039 -4.680 -0.1 0.0 -0.2
H -3.198 -0.028 -6.358 -0.2 0.0 -0.2
C -2.633 -2.280 -2.667 -0.6 -0.3 -0.2
O -6.450 0.306 -3.470 0.3 0.3 0.1
C -1.416 5.732 2.624 -1.2 -0.1 1.1
H 0.785 3.008 5.484 0.0 0.2 0.1
C -0.484 4.628 -5.220 0.8 0.3 -1.1
C 2.751 -3.034 -1.309 -0.1 0.7 -1.0
O -0.050 3.677 2.619 -0.6 0.0 0.6
H -2.713 0.609 3.234 0.0 -0.1 -0.6
H -3.051 -1.416 -2.159 0.2 0.1 0.4
H 2.974 -3.938 3.159 -0.2 0.1 -0.4
O -2.862 3.540 0.029 1.1 -0.4 -1.0
C -4.249 1.163 -3.793 1.5 -0.4 0.3
H 4.280 4.854 3.330 -0.4 0.2 -0.1
H -1.552 2.467 -1.255 -0.1 -0.8 -0.1
H -5.131 -1.723 3.876 0.0 0.1 -0.5
H 0.922 -5.214 2.606 -0.3 0.5 0.3
C -3.694 1.376 4.948 0.3 -0.5 0.7
H 0.853 -3.133 -2.340 0.0 0.1 0.1
H 0.732 -3.196 -0.567 -0.2 0.2 0.0
O -5.495 1.990 2.091 0.6 0.6 0.3
H 3.390 -3.583 -1.992 0.2 -0.6 0.0
C -1.979 3.446 -1.159 -0.5 1.6 0.6
O 0.269 3.940 -0.115 -0.4 0.0 -0.5
H 1.282 4.088 -4.078 0.1 0.0 -0.2
H 1.306 -2.121 7.602 -0.4 -0.3 -0.3
H -5.089 2.871 2.244 -0.4 -0.8 -0.2
H -4.400 -3.496 -2.679 -0.2 0.0 -0.2
O -0.465 -4.139 -5.101 -0.2 0.1 0.2
H 0.062 3.597 0.795 -0.6 0.8 -0.7
H 1.403 2.788 -6.560 -0.3 0.0 0.4
H -4.044 0.227 -4.310 -0.1 -0.3 0.0
H 2.350 -3.537 -5.805 -0.1 0.0 0.7
H 4.103 6.410 2.524 0.0 -0.1 0.0
H 2.125 4.142 2.218 -0.3 0.0 -0.3
O -3.399 1.338 6.369 -0.1 0.2 0.0
H 1.654 -0.495 7.401 -0.4 0.4 0.0
H -5.939 1.640 -4.905 -0.1 0.6 -0.2
C -2.258 -0.568 -6.339 0.4 0.2 0.3
C 2.848 -2.868 2.910 1.0 -0.9 1.6
H -0.657 3.043 3.047 0.3 -0.3 -0.2
O -3.523 2.208 -4.449 -0.3 -0.3 0.4
C 0.981 4.139 -5.130 -1.0 -0.5 0.2
O -4.216 -1.738 4.166 -1.0 -0.3 1.5
H 3.235 3.382 -2.087 0.9 -0.6 0.1
O -4.249 0.529 0.047 0.6 -0.4 -0.1
H 1.854 0.870 4.894 -0.2 0.2 -0.7
H 4.091 1.621 1.183 -0.4 -0.1 -0.3
O -3.315 -3.713 -4.474 0.1 -0.1 0.0
H 3.399 -2.667 2.012 0.4 0.3 -0.4
C -2.196 -3.629 2.430 0.5 0.7 -0.3
H 0.150 1.547 -0.155 0.4 -0.1 0.4
H -1.236 5.319 -0.499 -0.3 0.5 0.1
H 1.159 0.941 1.211 0.2 0.2 -0.3
O -0.535 5.950 -4.681 0.1 -0.7 0.2
H -0.323 4.752 -1.880 -0.2 -0.3 -0.2
H -3.403 0.110 -0.236 -0.5 0.2 0.4
H -0.912 0.066 1.569 0.3 0.0 -0.4
O -0.584 0.501 6.864 -0.2 -1.0 0.1
H 0.616 -2.742 -4.954 -0.5 -0.2 0.1
C 0.674 0.672 0.266 -0.6 0.5 0.6
H 2.893 5.936 3.685 -0.2 -0.1 0.2
H -1.106 -0.776 -1.100 0.0 0.1 -0.3
H -0.680 1.327 5.024 -0.8 0.0 -0.5
O 2.196 -6.108 1.261 -1.8 -0.3 0.6
H 5.439 1.281 3.098 0.3 0.1 0.0
H 3.179 -0.337 0.073 0.1 0.2 0.3
C 5.932 -1.933 -2.769 -1.5 0.5 -0.3
H 3.179 -3.044 -0.314 -0.1 0.0 0.1
H 5.734 -0.583 -0.266 -0.4 0.7 0.3
C 4.098 0.613 1.611 0.6 -0.6 -0.2
O 2.387 3.801 -2.035 -0.8 0.7 -0.5
C 1.027 -6.197 2.179 2.2 0.2 0.2
H -0.753 4.674 -6.287 0.0 -0.1 0.1
H 1.640 4.823 -5.676 -0.1 -0.3 0.1
H 5.426 -0.481 2.927 0.1 0.6 -0.3
H -0.172 -7.626 1.155 -0.1 -0.2 -0.2
O 2.076 5.885 1.020 -0.1 0.1 0.4
O 1.673 0.269 -0.653 0.1 -0.3 0.4
H 1.913 -5.488 0.576 0.3 -0.1 -0.2
H -3.446 -1.577 6.022 0.0 -1.0 0.2
C 2.422 -2.480 -5.487 1.1 -1.5 0.6
H -1.130 -1.541 6.589 0.3 0.2 -0.3
H -1.452 6.225 -4.624 -0.1 0.0 0.0
C 2.371 1.828 4.748 0.9 -0.3 1.5
O 1.277 -2.052 -4.800 -0.5 0.2 -0.2
H -4.456 -2.100 -3.779 -0.4 0.2 -0.3
H 1.255 -1.493 2.486 0.3 -0.2 0.1
H -2.272 -2.928 0.292 0.1 0.2 0.6
H -1.530 6.649 3.269 0.1 -0.6 -0.9
H 6.310 0.499 1.719 -0.2 0.2 0.0
H 2.469 2.219 3.741 -0.9 0.0 -0.2
H -1.164 3.891 -4.790 0.0 0.2 0.6
O -1.815 -2.385 3.102 -0.5 -0.8 -0.8
H 0.026 -5.745 -0.207 -0.3 0.1 0.2
H -1.850 -1.894 -3.331 -0.3 -0.3 0.0
O 6.540 -0.661 -0.784 0.1 0.0 0.1
H 3.260 -2.374 -4.788 0.2 -0.1 -0.2
C -0.344 4.895 3.319 0.3 0.4 0.2
C 1.833 2.839 5.782 -0.7 0.9 -2.5
H 2.686 -0.693 -6.593 0.1 0.0 0.1
H -2.256 -1.236 -5.495 -0.1 -0.3 0.5
H -1.097 1.100 -7.053 -0.1 -0.2 -0.1
O 4.008 -0.426 0.582 0.3 0.6 0.6
H 2.821 -2.029 -1.758 -0.1 0.0 0.6
H 5.576 -2.918 -3.095 0.3 0.0 0.1
C -3.837 -2.899 -3.401 1.2 -0.3 0.2
H -0.265 -5.077 -5.059 0.0 -0.1 0.0
O -1.449 -0.291 -0.338 -1.0 -0.2 -0.9
H 3.502 4.370 1.141 -0.2 0.1 -0.1
H 1.239 -1.412 5.960 -0.3 0.0 0.4
C -0.264 -6.612 1.543 0.0 0.0 -0.7
H -2.581 3.743 -2.043 0.4 -0.4 0.3
H -2.916 -4.479 0.625 -0.1 -0.4 0.0
C 0.974 -1.259 7.020 1.5 -0.5 -0.1
H 3.272 0.504 2.332 0.2 0.0 -0.3
H -5.161 -1.534 6.101 0.1 0.0 -0.6
H -3.903 2.371 4.587 -0.1 0.4 0.1
H 1.392 -6.842 3.004 -0.5 0.0 -0.6
H -4.789 1.439 1.706 -0.3 0.3 -0.2
H -4.538 0.711 4.745 0.0 0.3 0.0
O -1.033 1.078 -5.035 0.5 0.7 1.2
H 3.408 1.586 4.967 0.3 -0.1 0.4
H -2.845 -4.246 3.064 0.1 0.2 0.1
C -2.833 -3.489 1.051 -0.5 0.5 0.0
H 5.783 -2.546 -0.727 -1.0 -0.7 0.8
H -3.688 -4.197 5.553 -0.5 0.5 0.3
H 1.332 5.491 0.539 0.3 -0.4 0.1
O 3.431 -2.142 3.988 0.5 0.6 -0.3
H 4.634 -1.794 -6.832 0.2 0.2 0.1
H 2.875 -2.221 4.771 -0.2 -0.2 -0.2
C -4.562 -3.565 5.828 0.5 -0.5 0.4
H -0.202 -2.698 3.870 0.8 0.1 0.0
H -1.084 -6.605 2.264 0.1 0.0 0.1
C 2.773 4.901 1.776 0.4 -0.3 -0.1
H 3.491 1.945 -5.488 -0.5 0.0 -0.6
H 4.418 2.766 -4.226 -0.1 -0.3 -0.3
C 1.430 -2.550 2.747 -1.8 0.2 -0.6
H 7.395 -2.459 -1.340 -0.4 0.4 0.3
C 2.699 -1.781 -6.756 -0.3 2.0 -1.0
H -4.846 -3.717 6.885 0.5 -0.1 -0.3
H -0.564 4.630 4.384 -0.2 0.4 -0.8
H -3.395 2.737 0.019 -0.2 -0.1 0.1
O 3.923 -2.162 -7.358 -0.5 -0.4 0.0
C -0.828 4.438 -0.968 0.6 -0.8 1.4
H -2.632 -1.878 3.243 0.1 -0.2 0.2
O 5.055 0.850 -4.864 -0.4 0.2 -0.6
C 3.166 1.269 -3.459 0.2 1.4 0.4
H -3.949 1.008 -2.732 0.0 0.3 -0.5
H 1.685 -5.226 -2.212 0.0 -0.3 0.2
H -2.657 1.840 -4.716 -0.1 0.1 0.2
C 4.002 1.797 -4.564 1.6 -0.1 -0.2
O -6.340 -1.150 -1.207 -0.2 -0.2 0.5
H 2.316 3.823 5.597 0.0 -0.6 0.6
C -0.448 -0.293 0.629 0.5 -0.5 0.9
O -1.323 1.665 4.356 -0.2 -0.3 -0.1
H -5.885 2.342 -3.222 -0.3 -0.3 -0.4
H -6.369 -0.674 -2.062 0.0 0.1 0.3
H -1.255 -4.140 2.277 0.2 -0.2 0.2
C -0.461 -0.923 7.206 -0.6 1.0 -0.2
C 3.538 5.551 2.904 0.8 0.4 -0.2
H -4.939 -0.159 -0.029 0.2 0.3 -0.4
O 1.214 -4.945 -1.419 0.3 0.2 -0.3
```
Positions in Å, forces in eV/Å.

Calculated values
Kohn-Sham gap = 9.45 eV
M = 1189.46 g mol⁻¹
LUMO level = -0.04 eV
Highest occupied orbital energy = -9.5 eV

Atomic partial charges in e from the Mulliken method, atoms 1 to 5:
1 O -0.6140
2 H 0.2543
3 H -1.0913
4 H 0.4793
5 C 1.1028



Record 2
A molecular structure, C40H23BrCaF5N7O5Se. Source: the Open Molecules 2025 dataset; level of theory: ωB97M-V with the def2-TZVPD basis set.

Geometry as XYZ:
```
83
Properties=species:S:1:pos:R:3:forces:R:3
Br -0.367 -5.468 6.808 0.0 0.0 0.0
H 0.181 -2.710 2.004 0.0 0.0 0.0
C 3.800 0.573 -0.525 0.0 -0.1 0.0
H -2.665 3.840 -1.910 0.0 0.0 0.0
N -1.542 -1.223 0.706 -0.1 0.0 0.0
H 3.867 -4.274 1.692 0.0 0.0 0.0
C -1.854 0.234 2.551 0.0 -0.1 0.0
C -2.251 6.751 -0.440 0.0 0.1 -0.1
H 1.383 3.681 -3.374 0.0 0.0 0.0
C -0.684 3.919 -2.771 0.0 0.0 0.0
H 1.829 -3.276 0.702 0.0 0.0 0.0
F -3.552 6.647 -0.108 0.0 0.0 0.0
C -1.349 2.354 -1.106 -0.1 0.0 0.0
C -0.333 -2.899 2.940 0.0 0.0 0.0
C -1.086 2.396 2.463 0.0 0.0 -0.1
C -1.026 -4.883 4.131 0.0 0.0 0.0
H -1.877 3.789 3.882 0.0 0.0 0.0
C 2.767 -2.727 0.702 0.0 0.0 0.0
C -1.671 3.413 -1.935 0.0 0.0 0.0
O 1.224 -0.799 2.631 0.0 0.4 0.1
H -0.421 3.112 1.983 0.0 0.0 0.0
H 4.272 0.486 -1.512 0.0 0.0 0.0
C 3.850 -0.784 0.136 0.0 0.1 0.0
C -1.247 -3.385 -2.246 0.0 0.0 0.0
C -2.676 0.510 3.632 0.0 0.0 0.0
H 1.216 -3.067 5.983 0.0 0.0 0.0
H 4.429 1.258 0.058 0.0 0.0 0.0
H -0.867 -3.972 -4.270 0.0 0.0 0.0
N -0.888 -4.269 2.896 0.0 0.0 0.0
H 1.312 -0.612 -2.738 0.0 0.0 0.0
C -0.295 -4.474 5.182 0.0 0.0 0.0
O -4.295 -3.652 3.146 0.0 0.0 -0.1
C 2.200 1.682 -1.795 -0.1 0.1 0.2
C 0.313 -2.273 -3.678 0.0 0.0 0.0
C -2.701 1.811 4.119 0.0 0.0 0.0
H -1.709 -5.722 4.166 0.0 0.0 0.0
H -1.785 -4.612 0.240 0.0 0.0 0.0
O 2.071 -0.793 4.721 0.0 0.0 0.0
C -3.473 -4.379 2.563 0.1 0.0 0.1
O -3.529 -5.579 2.229 0.0 0.0 -0.1
C 0.066 6.015 -0.109 -0.1 0.1 -0.1
H 5.976 -2.914 1.686 0.0 0.0 0.0
F -2.790 8.410 -2.049 0.0 0.0 0.0
N -0.021 -1.498 -1.448 0.0 -0.1 0.0
C -0.622 -3.279 -3.474 0.0 0.0 0.0
C -2.117 -3.693 2.219 -0.1 -0.1 0.0
C 5.042 -1.271 0.679 0.0 0.0 0.0
Se 1.348 4.900 0.696 0.0 0.0 0.1
H 5.925 -0.646 0.665 0.0 0.0 0.0
N 2.733 -1.506 0.164 0.0 -0.1 0.1
C 0.396 6.935 -1.113 0.0 -0.1 0.1
C -1.780 -2.321 2.830 0.0 0.1 0.0
N -1.077 1.161 1.976 0.0 0.0 0.2
C 0.560 -2.520 4.060 0.0 0.0 0.0
C 3.902 -3.288 1.249 0.0 0.0 0.0
C -1.781 -1.132 1.960 0.0 0.0 0.0
H -1.991 -4.146 -2.055 0.0 0.0 0.0
H -2.253 -2.196 3.800 0.0 0.0 0.0
F -0.151 8.593 -2.714 0.0 0.0 -0.1
C 1.373 -1.249 3.822 0.0 -0.3 0.0
C -0.916 -2.472 -1.247 0.0 0.1 0.0
O 2.937 1.797 -2.791 0.0 0.1 -0.1
C -0.535 7.729 -1.757 0.0 0.0 0.0
C -1.895 2.767 3.531 0.0 0.0 0.0
N 2.457 1.087 -0.638 0.2 -0.1 -0.2
H -0.892 4.764 -3.416 0.0 0.0 0.0
F -1.764 5.123 1.122 0.0 -0.1 0.1
F 1.670 7.077 -1.507 0.0 0.0 0.0
H -3.291 -0.269 4.061 0.0 0.0 0.0
N -0.133 1.811 -1.060 0.0 0.0 0.0
C 0.577 -3.301 5.141 0.0 0.0 0.0
C -1.811 -3.657 0.750 0.0 0.1 0.0
Ca 0.702 0.071 0.556 0.0 -0.1 0.0
H -3.342 2.065 4.954 0.0 0.0 0.0
C 0.569 3.338 -2.751 0.0 0.0 0.0
H 0.822 -2.157 -4.624 0.0 0.0 0.0
C 0.582 -1.408 -2.631 0.0 0.0 0.0
C -1.482 -2.518 0.124 0.0 -0.1 0.0
C 5.066 -2.528 1.243 0.0 0.0 0.0
C 0.811 2.292 -1.870 0.1 0.0 0.0
C -1.875 7.642 -1.427 0.0 -0.1 0.0
C -1.301 5.972 0.190 0.1 0.0 0.0
H -2.085 1.926 -0.435 0.0 0.0 0.0
```
Positions in Å, forces in eV/Å.

Calculated values
Kohn-Sham gap = 6.00 eV
Charge = -2
M = 975.60 g mol⁻¹
LUMO level = 3.68 eV
Highest occupied orbital energy = -2.3 eV

Atomic partial charges in e from the Mulliken method, atoms 1 to 5:
1 Br -0.2856
2 H -0.9041
3 C -1.3192
4 H 0.5027
5 N -0.7439